[1]
# C2H9N2S2

2 unconnected molecules or ions with the total composition C2H9N2S2 (ωB97M-V/def2-TZVPD, OMol25).

Summary:
Energy above the lowest of the compared OMol25 structures with the same formula, charge and spin: 22.39 kJ/mol
LUMO: -3.27 eV
HOMO-LUMO gap: 10.1065 eV
HOMO level: -13.4 eV
Energy: -26864.51671 eV

```
! wB97M-V def2-TZVPD RIJCOSX def2/J DEFGRID3
* xyz 1 1
C 0.967 1.441 -1.536
N 0.479 0.613 -0.429
C 0.315 1.032 0.794
N -0.146 0.293 1.771
H 0.251 1.409 -2.352
H 1.932 1.071 -1.874
H 1.055 2.466 -1.186
H 0.288 -0.364 -0.632
H 0.619 2.050 1.008
H -0.380 -0.689 1.621
H -0.284 0.696 2.683
S -2.402 -2.404 0.294
S -0.412 -2.793 0.757
H -2.221 -1.377 -0.554
H -0.062 -3.442 -0.366
*
```

Listed below, in e, are the Löwdin charges computed for each atom: -0.012, 0.018, -0.143, 0.181, 0.100, 0.100, 0.097, 0.117, 0.168, -0.012, 0.140, 0.318, 0.299, -0.209, -0.163

[2]
# C3H7NO2

C3H7NO2 in the gas phase at a distorted geometry (ωB97M-V/def2-TZVPD, OMol25).

Summary:
Energy above the lowest of the compared OMol25 structures with the same formula, charge and spin: 487.27 kJ/mol
LUMO: -0.23 eV
HOMO-LUMO gap: 8.5500 eV
HOMO level: -8.8 eV
Energy: -8805.47869 eV

```
! wB97M-V def2-TZVPD RIJCOSX def2/J DEFGRID3
* xyz 0 1
O 1.774 -0.203 -0.158
C 0.915 -0.639 0.736
C -0.193 0.393 1.044
O -1.315 0.414 0.079
C -1.261 -0.111 -1.101
N -0.252 -0.771 -1.642
H 0.729 -0.321 -1.311
H 0.290 -1.626 0.366
H 1.305 -1.072 1.676
H -0.691 0.216 1.997
H 0.225 1.405 1.015
H -2.232 -0.059 -1.597
H -0.087 -1.499 -0.824
*
```

Listed below, in e, are the Löwdin charges computed for each atom: -0.205, -0.454, -0.074, 0.019, -0.199, 0.057, 0.105, 0.119, 0.122, 0.123, 0.133, 0.148, 0.105

[3]
# C35H23CrN4O6Te

A molecular structure, C35H23CrN4O6Te at a distorted geometry (ωB97M-V/def2-TZVPD, OMol25).

Summary:
LUMO (spin up / spin down): -2.57 / -2.44 eV
HOMO-LUMO gap (spin up / spin down): 5.2764 / 5.4019 eV
HOMO level (spin up / spin down): -7.8 / -7.8 eV
Energy: -90628.38656 eV

```
! wB97M-V def2-TZVPD RIJCOSX def2/J DEFGRID3
* xyz 0 4
Cr -9.606 -2.230 -13.941
O -7.163 -8.238 -16.549
C -6.585 -7.144 -16.734
O -5.550 -6.698 -17.251
C -7.427 -5.998 -16.200
C -8.403 -6.190 -15.180
C -9.025 -5.089 -14.609
N -8.792 -3.803 -14.982
C -7.902 -3.611 -16.005
C -7.234 -4.683 -16.665
C -7.674 -2.226 -16.302
C -6.913 -1.726 -17.370
C -6.758 -0.346 -17.506
C -7.436 0.540 -16.659
C -8.213 -0.028 -15.666
N -8.352 -1.365 -15.482
C -10.025 -5.220 -13.554
C -10.534 -6.435 -13.086
C -11.489 -6.428 -12.061
C -11.980 -5.202 -11.593
C -11.408 -4.017 -12.091
N -10.430 -4.005 -13.015
H -8.721 -7.220 -14.839
H -6.535 -4.462 -17.495
H -6.447 -2.426 -18.076
H -6.092 0.055 -18.271
H -7.431 1.602 -16.791
H -8.811 0.525 -14.947
H -10.119 -7.372 -13.488
H -11.907 -7.367 -11.696
H -12.709 -5.139 -10.763
H -11.693 -3.039 -11.724
O -9.077 -4.917 -8.308
C -8.193 -4.039 -8.333
O -7.396 -3.561 -7.514
C -7.993 -3.260 -9.681
C -7.174 -3.701 -10.703
C -7.337 -3.214 -11.986
N -8.227 -2.267 -12.305
C -8.847 -1.659 -11.278
C -8.852 -2.183 -9.983
C -9.819 -0.555 -11.682
O -10.321 0.193 -10.845
O -10.102 -0.513 -12.977
H -6.452 -4.495 -10.466
H -6.727 -3.602 -12.835
H -9.532 -1.758 -9.247
Te -12.291 -2.243 -15.509
C -12.852 -0.384 -14.683
C -13.742 -0.422 -13.604
C -13.968 0.714 -12.865
C -13.460 1.931 -13.329
C -12.715 2.001 -14.465
C -12.327 0.827 -15.149
C -12.545 -1.416 -17.480
C -11.419 -1.155 -18.262
C -11.522 -0.625 -19.526
C -12.810 -0.329 -20.026
C -13.937 -0.610 -19.277
C -13.804 -1.086 -17.955
H -14.155 -1.413 -13.345
H -14.474 0.637 -11.895
H -13.656 2.869 -12.795
H -12.385 2.962 -14.847
H -11.659 0.877 -16.009
H -10.435 -1.395 -17.840
H -10.630 -0.494 -20.151
H -12.945 0.072 -21.039
H -14.942 -0.421 -19.690
H -14.706 -1.182 -17.324
*
```

Listed below, in e, are the Löwdin charges computed for each atom: 0.801, -0.015, -0.685, -0.003, -0.050, 0.098, -0.198, 0.030, -0.169, 0.103, -0.192, 0.027, -0.021, -0.021, -0.079, 0.036, -0.169, 0.031, -0.006, -0.005, -0.084, 0.013, 0.141, 0.132, 0.127, 0.122, 0.111, 0.117, 0.126, 0.125, 0.131, 0.126, -0.017, -0.711, 0.005, -0.069, 0.014, -0.104, -0.003, -0.185, 0.085, -0.534, 0.086, -0.167, 0.140, 0.135, 0.145, 1.449, -0.540, -0.159, -0.067, -0.080, -0.077, -0.109, -0.509, -0.162, -0.074, -0.077, -0.076, -0.123, 0.095, 0.120, 0.118, 0.109, 0.101, 0.086, 0.113, 0.112, 0.117, 0.115

[4]
# C4H8NO3

2 unconnected molecules or ions with the total composition C4H8NO3 at a distorted geometry (ωB97M-V/def2-TZVPD, OMol25).

Summary:
Energy above the lowest of the compared OMol25 structures with the same formula, charge and spin: 131.18 kJ/mol
LUMO: 3.62 eV
HOMO-LUMO gap: 7.7975 eV
HOMO level: -4.2 eV
Energy: -11911.93443 eV

```
! wB97M-V def2-TZVPD RIJCOSX def2/J DEFGRID3
* xyz -1 1
C -1.778 0.366 -2.404
C -0.717 -0.009 -1.376
O 0.091 -0.880 -1.549
N -0.791 0.914 -0.337
H -0.052 0.819 0.293
H -1.518 1.645 -0.290
H -2.224 -0.561 -2.783
H -1.318 0.955 -3.207
H -2.498 0.979 -2.061
C 2.131 -0.777 1.845
C 0.668 -0.399 2.158
O 0.454 0.833 1.995
O -0.100 -1.274 2.516
H 2.529 -1.836 1.939
H 2.754 -0.251 2.530
H 2.370 -0.524 0.731
*
```

Listed below, in e, are the Löwdin charges computed for each atom: -0.034, -0.580, 0.046, 0.169, 0.013, 0.114, 0.080, 0.083, 0.009, -0.067, -0.823, -0.138, -0.046, 0.061, 0.027, 0.086

[5]
# C18H24B2Cl24N3O7PS

A molecular structure, C18H24B2Cl24N3O7PS at a distorted geometry (ωB97M-V/def2-TZVPD, OMol25).

Summary:
LUMO: -0.94 eV
HOMO-LUMO gap: 8.4662 eV
HOMO level: -9.4 eV
Energy: -359866.67778 eV

```
! wB97M-V def2-TZVPD RIJCOSX def2/J DEFGRID3
* xyz 0 1
N 5.547 -2.228 2.851
B 4.714 -1.007 3.193
O 4.522 -0.698 4.655
C 4.032 0.051 2.139
S 5.542 0.518 1.071
N 3.856 1.379 2.907
C 2.887 2.140 1.987
O 2.913 3.392 1.534
C 1.746 0.934 1.774
C 0.372 1.284 0.962
B -0.843 0.161 1.150
O -1.425 -0.256 2.440
O -1.404 -0.425 -0.115
C 2.642 -0.407 1.326
C 2.157 -1.875 1.970
C 1.214 -1.882 3.308
C 0.863 -3.439 3.810
C 1.510 -4.616 2.889
N 2.332 -4.562 1.649
C 2.676 -3.193 1.158
P 2.720 -0.256 -0.592
O 1.369 -0.759 -1.315
O 4.014 -1.141 -1.344
O 2.913 1.421 -1.145
H 5.502 -2.830 3.728
H 6.552 -1.881 2.861
H 3.553 -0.496 4.821
H 6.723 0.034 1.658
H 4.727 1.923 2.712
H 1.339 0.874 2.895
H 0.497 1.530 -0.174
H -0.061 2.280 1.459
H -2.022 -1.058 2.242
H -1.622 0.412 -0.658
H 0.829 -0.970 3.921
H 0.220 -3.673 4.774
H 1.281 -5.721 3.284
H 3.368 -3.138 0.187
H 4.623 -1.584 -0.685
H 2.698 1.443 -2.138
C -1.384 3.191 -2.573
Cl -2.460 1.866 -2.097
Cl -0.078 3.387 -1.393
Cl -0.723 2.904 -4.192
H -1.967 4.115 -2.599
C 5.734 -6.464 2.729
Cl 6.997 -5.224 2.808
Cl 4.161 -5.728 2.375
Cl 6.137 -7.686 1.512
H 5.672 -6.955 3.703
C -3.886 -3.809 1.372
Cl -4.777 -2.441 2.062
Cl -2.139 -3.557 1.532
Cl -4.370 -5.324 2.152
H -4.128 -3.876 0.308
C -7.103 -0.726 -0.672
Cl -7.994 0.641 0.017
Cl -5.356 -0.474 -0.512
Cl -7.587 -2.241 0.108
H -7.345 -0.794 -1.736
C 5.223 5.776 0.151
Cl 5.054 5.561 -1.599
Cl 6.803 5.192 0.701
Cl 5.002 7.478 0.593
H 4.447 5.188 0.647
C -7.013 -0.156 -5.178
Cl -7.626 0.097 -3.535
Cl -5.270 -0.475 -5.150
Cl -7.876 -1.488 -5.966
H -7.187 0.756 -5.755
C -10.102 3.709 -1.684
Cl -9.904 2.228 -2.637
Cl -9.903 3.368 0.043
Cl -8.949 4.946 -2.211
H -11.114 4.090 -1.845
C -0.851 4.201 -8.226
Cl 0.332 3.110 -7.484
Cl -2.249 4.419 -7.159
Cl -0.105 5.764 -8.602
H -1.197 3.751 -9.159
*
```

Listed below, in e, are the Löwdin charges computed for each atom: 0.088, -0.535, 0.021, -0.534, 0.822, 0.008, -0.229, -0.010, -0.165, -0.108, -0.476, 0.019, -0.032, -0.272, -0.055, 0.044, -0.011, -0.150, -0.214, -0.013, 0.783, -0.353, -0.235, -0.237, 0.071, 0.076, 0.098, -0.081, 0.082, 0.159, 0.008, 0.138, 0.047, -0.008, 0.106, 0.103, 0.115, 0.133, 0.050, 0.107, -1.462, 0.609, 0.623, 0.512, 0.024, -1.502, 0.517, 0.662, 0.513, 0.016, -1.504, 0.502, 0.576, 0.523, 0.025, -1.566, 0.501, 0.509, 0.515, -0.135, -1.538, 0.511, 0.504, 0.512, -0.012, -1.488, 0.581, 0.536, 0.533, 0.024, -1.520, 0.488, 0.503, 0.519, 0.019, -1.532, 0.503, 0.501, 0.518, 0.018

[6]
# C5H2N2O

A molecular structure, C5H2N2O at a distorted geometry (ωB97M-V/def2-TZVPD, OMol25).

Summary:
Energy above the lowest of the compared OMol25 structures with the same formula, charge and spin: 305.45 kJ/mol
LUMO (spin up / spin down): -1.59 / -1.59 eV
HOMO-LUMO gap (spin up / spin down): 8.1425 / 8.1445 eV
HOMO level (spin up / spin down): -9.7 / -9.7 eV
Energy: -10239.56782 eV

```
! wB97M-V def2-TZVPD RIJCOSX def2/J DEFGRID3
* xyz 0 1
C 1.927 0.676 0.111
C 0.769 -1.476 -0.439
C 0.949 -0.216 0.017
C -0.687 -0.178 0.091
C -1.784 0.853 0.232
N 2.630 1.535 0.398
N -0.701 -1.359 -0.393
O -2.306 1.527 -0.580
H 1.375 -2.263 -0.758
H -2.172 0.901 1.320
*
```

Listed below, in e, are the Löwdin charges computed for each atom: -0.220, 0.037, -0.151, -0.111, -0.216, 0.186, 0.118, 0.116, 0.100, 0.141

[7]
# C23H48ClN3O4P

4 unconnected molecules or ions with the total composition C23H48ClN3O4P at a distorted geometry (ωB97M-V/def2-TZVPD, OMol25).

Summary:
Energy above the lowest of the compared OMol25 structures with the same formula, charge and spin: 181.94 kJ/mol
LUMO: -2.49 eV
HOMO-LUMO gap: 8.8666 eV
HOMO level: -11.4 eV
Energy: -59089.15595 eV

```
! wB97M-V def2-TZVPD RIJCOSX def2/J DEFGRID3
* xyz 1 1
N -2.515 0.921 3.501
P -2.618 0.185 2.083
C -1.368 -1.240 1.963
C -0.293 -1.224 3.162
C 1.080 -0.723 2.523
Cl 1.572 0.788 3.400
N 0.787 -0.302 1.078
C 2.105 -0.540 0.416
O 2.166 -0.208 -0.967
C 1.251 0.786 -1.344
C 1.209 2.154 -0.837
C 0.165 3.091 -1.285
C -0.883 2.622 -2.265
C -0.854 1.256 -2.793
C 0.210 0.380 -2.318
C -0.372 -1.194 0.737
N -0.121 -2.396 -0.065
H -3.417 0.805 3.970
H -3.931 -0.363 2.002
H -2.402 1.181 1.080
H -1.973 -2.169 1.811
H -0.561 -0.639 4.082
H -0.169 -2.324 3.382
H 1.878 -1.499 2.636
H 0.479 0.672 1.250
H 2.914 0.006 0.986
H 2.353 -1.637 0.497
H 1.960 2.504 -0.080
H 0.115 4.131 -0.875
H -1.704 3.292 -2.603
H -1.593 0.833 -3.506
H 0.230 -0.674 -2.705
H -0.932 -0.527 -0.003
H 0.404 -2.171 -0.921
H -1.044 -2.677 -0.426
C -4.515 -3.149 -3.082
C -3.978 -2.798 -1.706
O -3.302 -1.545 -1.660
C -4.073 -0.400 -2.015
C -5.284 -0.184 -1.125
H -3.705 -3.162 -3.816
H -4.989 -4.132 -3.065
H -5.257 -2.428 -3.427
H -3.248 -3.555 -1.410
H -4.774 -2.827 -0.956
H -4.363 -0.451 -3.069
H -3.407 0.461 -1.920
H -5.991 -1.012 -1.182
H -5.813 0.726 -1.414
H -4.973 -0.091 -0.082
C 3.794 -3.033 8.543
C 4.112 -3.415 7.108
O 2.975 -3.419 6.254
C 2.287 -2.189 6.119
C 3.146 -1.067 5.559
H 3.045 -3.710 8.961
H 4.695 -3.082 9.158
H 3.395 -2.020 8.618
H 4.511 -4.430 7.093
H 4.894 -2.769 6.694
H 1.837 -1.900 7.074
H 1.455 -2.376 5.432
H 3.989 -0.834 6.210
H 2.553 -0.160 5.441
H 3.554 -1.349 4.583
C 2.021 3.155 -4.358
C 2.322 2.782 -5.800
O 1.176 2.778 -6.636
C 0.480 4.010 -6.755
C 1.328 5.137 -7.319
H 1.282 2.478 -3.925
H 2.932 3.103 -3.757
H 1.619 4.166 -4.270
H 2.726 1.768 -5.824
H 3.096 3.432 -6.219
H 0.043 4.292 -5.790
H -0.358 3.825 -7.430
H 2.180 5.369 -6.678
H 0.730 6.044 -7.424
H 1.722 4.863 -8.300
*
```

Listed below, in e, are the Löwdin charges computed for each atom: -0.319, 0.762, -0.301, -0.154, -0.538, 0.728, -0.035, -0.136, -0.037, -0.258, -0.024, -0.036, -0.056, -0.073, -0.012, -0.357, 0.101, -0.033, 0.017, 0.015, 0.128, 0.094, 0.129, 0.135, 0.147, 0.157, 0.165, 0.123, 0.110, 0.104, 0.111, 0.120, 0.125, 0.081, 0.086, -0.068, -0.279, -0.198, -0.277, -0.066, 0.087, 0.086, 0.071, 0.111, 0.109, 0.114, 0.093, 0.075, 0.088, 0.042, -0.076, -0.273, -0.158, -0.276, -0.108, 0.085, 0.082, 0.066, 0.121, 0.106, 0.113, 0.100, 0.075, 0.010, 0.073, -0.079, -0.270, -0.160, -0.282, -0.077, 0.043, 0.083, 0.071, 0.119, 0.109, 0.101, 0.119, 0.066, 0.079, 0.085

[8]
# C27H24F2N4O3S2

C27H24F2N4O3S2 in the gas phase (ωB97M-V/def2-TZVPD, OMol25).

Summary:
Energy above the lowest of the compared OMol25 structures with the same formula, charge and spin: 13.60 kJ/mol
LUMO: 0.10 eV
Structure (SMILES): O=C(CSc1nc2ccccc2c(=O)n1-c1ccc(SC(F)F)cc1)Nc1ccc(N2CCOCC2)cc1
HOMO-LUMO gap: 7.5002 eV
HOMO level: -7.4 eV
Energy: -67598.02896 eV

```
! wB97M-V def2-TZVPD RIJCOSX def2/J DEFGRID3
* xyz 0 1
O 0.609 3.915 1.592
C -0.341 3.183 1.713
N -0.288 1.873 2.090
C 0.711 0.967 1.689
C 1.997 1.366 1.359
C 2.895 0.457 0.836
C 2.546 -0.879 0.617
C 1.251 -1.270 0.985
C 0.357 -0.367 1.514
H -0.641 -0.693 1.776
H 0.923 -2.284 0.818
N 3.384 -1.784 -0.013
C 4.649 -1.364 -0.579
H 4.573 -0.348 -0.963
C 5.782 -1.492 0.449
O 5.872 -2.819 0.920
C 4.652 -3.243 1.486
C 3.498 -3.145 0.476
H 2.575 -3.469 0.950
H 3.708 -3.799 -0.378
H 4.807 -4.276 1.801
H 4.412 -2.624 2.366
H 6.749 -1.263 -0.001
H 5.600 -0.809 1.293
H 4.866 -2.036 -1.417
H 3.884 0.813 0.597
H 2.287 2.395 1.496
H -1.184 1.427 2.254
C -1.767 3.700 1.506
H -1.723 4.607 0.906
H -2.255 3.911 2.458
S -2.839 2.479 0.676
C -1.670 1.833 -0.483
N -0.630 2.539 -0.709
C 0.398 1.990 -1.424
C 1.557 2.740 -1.638
C 2.618 2.170 -2.304
C 2.549 0.855 -2.765
C 1.413 0.107 -2.561
C 0.322 0.668 -1.895
C -0.893 -0.108 -1.691
O -1.091 -1.234 -2.089
N -1.896 0.577 -0.967
C -3.135 -0.074 -0.731
C -4.317 0.533 -1.136
C -5.529 -0.088 -0.904
C -5.556 -1.316 -0.258
C -4.373 -1.939 0.119
C -3.162 -1.322 -0.119
H -2.239 -1.803 0.162
H -4.410 -2.905 0.598
S -7.082 -2.169 0.064
C -8.140 -0.740 0.506
F -8.774 -0.230 -0.568
F -9.086 -1.133 1.366
H -7.534 0.055 0.966
H -6.438 0.379 -1.249
H -4.289 1.483 -1.648
H 1.334 -0.913 -2.904
H 3.391 0.425 -3.286
H 3.517 2.746 -2.469
H 1.595 3.746 -1.254
*
```

Listed below, in e, are the Löwdin charges computed for each atom: 0.075, -0.561, 0.102, -0.239, -0.011, -0.011, -0.233, -0.015, -0.030, 0.109, 0.108, -0.096, -0.145, 0.105, -0.184, -0.131, -0.184, -0.131, 0.110, 0.130, 0.125, 0.131, 0.127, 0.124, 0.130, 0.105, 0.110, 0.107, -0.333, 0.088, 0.086, 1.025, -0.551, 0.123, -0.203, -0.005, -0.066, -0.083, -0.003, -0.067, -0.350, 0.103, 0.068, -0.249, -0.041, -0.077, -0.528, -0.082, 0.006, 0.116, 0.107, 1.024, -0.679, 0.016, 0.021, 0.127, 0.108, 0.118, 0.123, 0.104, 0.107, 0.119